Molecular formula: C5H4N2O
Method: DFT, the ωB97M-V functional and the def2-TZVPD basis

As for the frontier orbital gap: 8.91 eV. As for the total energy: -10275.3797 eV. As for the spin multiplicity: 1. The value obtained for the energy above the lowest of the compared OMol25 structures with the same formula, charge and spin is 133.4 kJ/mol. The SMILES is O=C/N=C1\C=CC=N1.

CARTESIAN COORDINATES (ANGSTROEM)
O (1.601, -2.274, 1.197)
C (1.617, -1.081, 1.519)
N (1.551, 0.066, 0.692)
C (0.482, 0.375, 0.043)
C (-0.770, -0.425, -0.112)
C (-1.601, 0.292, -0.926)
C (-0.775, 1.497, -1.290)
N (0.410, 1.577, -0.741)
H (1.861, -0.720, 2.569)
H (-0.795, -1.441, 0.237)
H (-2.541, -0.091, -1.223)
H (-1.040, 2.226, -1.964)